Here is a molecular structure, C28H27Br2N2O3ReSbSe4 at a distorted geometry from the OMol25 dataset. Energies are from ωB97M-V/def2-TZVPD.

Summary:
* E_LUMO (spin up / spin down): -4.75 / -4.75 eV
* ΔE to the lowest compared entry with this formula, charge and spin: 0.056 eV
* charge: +1
* HOMO energy (spin up / spin down): -10.368 / -10.368 eV

Geometry as XYZ:
```
68
Properties=species:S:1:pos:R:3:forces:R:3
C -2.6288 2.2004 2.2120 0.046 -0.073 -0.049
C 0.3396 -0.1966 4.5516 0.120 0.148 -0.011
C -1.9753 0.7636 -2.1491 0.061 0.276 -0.119
H -0.9124 -1.9260 4.3177 0.025 0.040 0.006
C 2.8604 2.9534 -1.2004 -0.173 0.154 -0.142
H -3.0885 0.4376 -5.3588 0.037 0.018 0.015
C -4.1834 0.3434 -2.9578 -0.091 -0.055 -0.008
C -2.7615 3.4721 0.0351 -0.008 -0.215 -0.096
Br 1.8576 4.1985 -2.1849 0.060 0.045 -0.028
C 2.9885 0.9428 0.0672 -0.070 -0.368 0.036
C -2.8340 0.5078 -3.2198 0.037 -0.063 -0.093
H -2.7160 3.1017 2.8222 -0.009 -0.041 -0.036
H 4.7143 4.0346 -1.3960 -0.041 -0.009 -0.020
C 4.3711 1.0895 0.2602 -0.098 -0.177 0.104
H 2.3117 -1.8356 1.6836 -0.016 -0.023 0.011
C 1.0259 0.6325 5.4393 0.003 0.015 -0.005
C 2.9121 -1.0317 1.2758 -0.064 0.023 -0.076
H -0.9805 -2.4031 6.7473 0.028 0.017 -0.018
C 2.2236 1.8562 -0.6903 -0.156 -0.235 -0.041
N -1.5507 1.2221 0.2034 0.383 0.034 0.350
C 4.2400 3.1516 -0.9905 -0.061 0.057 -0.044
H -4.1846 0.5954 0.4067 -0.007 0.107 -0.016
C -4.6857 0.3777 -1.6547 -0.175 -0.078 -0.056
Br 6.8230 2.5462 -0.0505 -0.019 -0.014 0.006
C -2.2880 0.3877 -4.6216 -0.073 0.029 0.167
C 0.9879 0.3611 6.7967 0.000 -0.001 -0.052
C 4.2994 -0.9798 1.4861 0.029 -0.063 0.042
H -1.7843 -0.5733 -4.7461 0.007 -0.005 -0.022
C -3.8129 0.6198 -0.6096 -0.065 -0.021 0.271
H 1.5751 1.4819 5.0515 -0.014 -0.037 0.039
O 1.0351 1.0467 2.6121 -0.268 0.248 -0.621
H 0.2418 -0.9477 8.3233 -0.014 0.010 -0.034
H 1.5159 1.0023 7.4911 -0.023 -0.037 -0.020
H -1.5623 1.1733 -4.8362 -0.025 -0.011 0.006
H -4.8702 0.1724 -3.7830 0.069 -0.025 0.065
C 0.2675 -0.7343 7.2618 0.039 0.041 -0.017
H -2.2929 3.6244 -0.9389 -0.009 0.030 0.015
C -0.4172 -1.5568 6.3756 -0.009 -0.017 0.037
Se -2.8125 -4.4317 0.3917 0.445 -0.198 -0.271
C -0.6290 3.3372 1.2223 0.098 -0.079 -0.125
Sb -2.2033 -3.8570 -2.1102 -0.788 -0.207 -0.382
Se -2.3456 -2.1723 0.6126 -0.898 0.371 0.258
Se -0.3610 -1.6260 -0.4686 1.002 -0.496 -0.027
H -0.9336 0.9902 -2.3380 0.040 -0.048 -0.023
C 4.9771 2.2439 -0.2875 0.153 0.043 -0.049
C -6.1570 0.1494 -1.4028 0.179 0.015 -0.100
C 5.0224 0.0692 0.9924 0.016 0.029 -0.005
H -0.9168 4.2749 1.6994 -0.033 -0.061 -0.006
H -6.4733 -0.8048 -1.8262 -0.005 -0.014 0.039
H -6.3919 0.1526 -0.3390 0.028 -0.009 -0.022
H -0.0921 3.5852 0.3060 0.007 -0.001 0.020
H -3.7680 3.0958 -0.1232 -0.035 -0.012 -0.012
H -3.6325 1.8190 2.0300 0.010 -0.002 0.009
Se -4.2235 -3.4586 -3.1941 0.331 -0.039 0.145
C -2.4620 0.8458 -0.8544 0.167 0.097 -0.020
N 2.2765 -0.1075 0.5901 0.411 0.104 -0.248
H -6.7485 0.9293 -1.8858 -0.002 -0.001 0.023
O 0.9131 1.5724 -0.8625 0.611 0.111 0.630
C -0.3821 -1.2917 5.0173 -0.095 -0.099 -0.004
O -0.3026 -0.6024 2.2872 0.159 -0.243 -0.396
H 0.0381 2.8330 1.9165 0.068 -0.074 0.019
C 0.3748 0.1082 3.1176 0.024 0.118 0.158
H 4.7735 -1.7711 2.0507 -0.013 0.035 -0.035
C -1.9052 2.5490 0.9085 0.020 0.079 -0.123
H 6.0913 0.1275 1.1523 -0.040 0.019 0.007
H -2.0741 1.4513 2.7793 0.005 0.026 0.034
H -2.8360 4.4395 0.5332 0.004 -0.052 -0.005
Re 0.1460 0.3699 0.4980 -1.329 0.862 0.965
```
Positions in Å, forces in eV/Å.

natural (NBO) charges, unit e, in atom order: number 1, C, carries -0.613; number 2, C, carries -0.145; number 3, C, carries -0.211; number 4, H, carries 0.233; number 5, C, carries -0.139; number 6, H, carries 0.227; number 7, C, carries -0.203; number 8, C, carries -0.631; number 9, Br, carries 0.125; number 10, C, carries 0.116; number 11, C, carries 0.008; number 12, H, carries 0.232; number 13, H, carries 0.256; number 14, C, carries -0.112; number 15, H, carries 0.221; number 16, C, carries -0.157; number 17, C, carries 0.109; number 18, H, carries 0.229; number 19, C, carries 0.305; number 20, N, carries -0.407; number 21, C, carries -0.211; number 22, H, carries 0.213; number 23, C, carries 0.013; number 24, Br, carries 0.112; number 25, C, carries -0.633; number 26, C, carries -0.215; number 27, C, carries -0.256; number 28, H, carries 0.223; number 29, C, carries -0.205; number 30, H, carries 0.234; number 31, O, carries -0.656; number 32, H, carries 0.228; number 33, H, carries 0.230; number 34, H, carries 0.224; number 35, H, carries 0.221; number 36, C, carries -0.156; number 37, H, carries 0.227; number 38, C, carries -0.217; number 39, Se, carries -0.233; number 40, C, carries -0.654; number 41, Sb, carries 0.785; number 42, Se, carries -0.001; number 43, Se, carries 0.262; number 44, H, carries 0.223; number 45, C, carries -0.072; number 46, C, carries -0.635; number 47, C, carries -0.082; number 48, H, carries 0.239; number 49, H, carries 0.232; number 50, H, carries 0.217; number 51, H, carries 0.231; number 52, H, carries 0.226; number 53, H, carries 0.217; number 54, Se, carries -0.430; number 55, C, carries 0.083; number 56, N, carries -0.479; number 57, H, carries 0.231; number 58, O, carries -0.675; number 59, C, carries -0.160; number 60, O, carries -0.675; number 61, H, carries 0.231; number 62, C, carries 0.775; number 63, H, carries 0.245; number 64, C, carries 0.117; number 65, H, carries 0.249; number 66, H, carries 0.211; number 67, H, carries 0.231; number 68, Re, carries 1.271